The following is a DFT calculation (ωB97M-V with the def2-TZVPD basis set) of 3 unconnected molecules or ions with the total composition C2H12NO2 in a non-equilibrium geometry.

Bonds (Å) are listed after each position.
Element x y z (Å)
1 C 0.555 -0.987 0.232  N2 1.508, H4 1.111, H5 1.137, H6 1.122
2 N -0.465 0.095 0.487  C1 1.508, C3 1.462, H7 0.991, H8 1.126
3 C -0.360 1.290 -0.350  N2 1.462, H9 1.090, H10 1.126, H11 1.141
4 H 0.132 -2.001 0.071  C1 1.111
5 H 1.169 -1.214 1.162  C1 1.137
6 H 1.135 -0.796 -0.710  C1 1.122
7 H -1.312 -0.393 0.322  N2 0.991
8 H -0.518 0.593 1.495  N2 1.126
9 H 0.213 1.107 -1.258  C3 1.090
10 H -1.364 1.588 -0.765  C3 1.126
11 H 0.184 2.108 0.230  C3 1.141
12 H 2.968 2.138 0.087  O14 0.970
13 H 2.962 0.718 -0.473  O14 0.953
14 O 2.560 1.573 -0.588  H12 0.970, H13 0.953
15 H -2.945 -1.877 0.732  O17 0.997
16 H -2.363 -2.377 -0.545  O17 0.933
17 O -2.553 -1.564 -0.129  H15 0.997, H16 0.933

## Properties
Frontier orbital gap, eV: 11.847
DFT total energy, Eh: -288.35149
Total charge: +1